Record 1
DFT (ωB97M-V/def2-TZVPD) results for an isolated ion of composition C2H7N2O and charge +1 at a distorted geometry.

Structure (XYZ):
```
12
Properties=species:S:1:pos:R:3
C 1.44 -0.23 0.19
C -0.18 0.09 -0.11
N -0.40 0.59 -1.35
N -1.11 -0.11 0.84
O -2.48 0.03 0.53
H 1.64 -0.74 -0.67
H 1.94 0.69 0.09
H 1.50 -0.79 1.08
H 0.41 0.61 -1.92
H -1.26 0.88 -1.68
H -0.83 -0.41 1.76
H -2.81 0.90 0.87
```

The frontier orbital gap is 0.450 Eh. For the HOMO energy, the calculation gives -15.8 eV. As for the charge: +1. As for the SMILES: CC(=[NH2+])NO.

How is the electron density shared among the atoms? According to natural (NBO), the charges in e are: -0.587 0.548 -0.717 -0.262 -0.503 0.233 0.252 0.245 0.426 0.434 0.428 0.502

***

Record 2
DFT (ωB97M-V/def2-TZVPD) results for C12H27BiI2OP2Si as an isolated structure at a distorted geometry.

Structure (XYZ):
```
46
Properties=species:S:1:pos:R:3
I -1.22 5.80 0.08
I -1.12 2.52 -3.77
Bi -0.56 1.80 -1.11
P 2.21 1.82 -1.02
C 2.83 3.57 -1.07
C 2.56 1.18 0.73
H 3.63 0.92 0.91
H 4.35 1.07 -1.90
H 1.95 0.28 0.91
H 3.12 -0.23 -1.95
H 2.47 4.14 -0.20
H 2.26 1.95 1.47
C 3.30 0.84 -2.11
H 3.93 3.57 -1.12
H 3.10 1.03 -3.17
H 2.42 4.09 -1.96
P -2.95 0.71 -0.19
C -4.20 2.07 0.05
C -3.82 -0.69 -0.97
H -1.52 -0.46 1.47
H -3.24 -0.55 2.01
H -2.29 0.98 2.20
C -2.47 0.11 1.54
H -3.19 -1.58 -0.94
H -4.76 -0.89 -0.44
H -5.16 1.63 0.33
H -4.32 2.65 -0.88
H -4.04 -0.50 -2.02
H -3.86 2.79 0.81
C -0.52 3.26 1.05
O -0.44 3.66 2.13
C -0.52 -3.52 1.81
Si 0.72 -2.94 0.58
C 2.39 -2.90 1.36
C 0.72 -4.07 -0.92
C 0.27 -1.35 -0.13
C -0.03 -0.25 -0.58
H -0.30 -4.58 2.06
H -1.52 -3.49 1.38
H -0.51 -2.94 2.73
H 2.69 -3.95 1.59
H 3.11 -2.50 0.65
H 2.41 -2.31 2.27
H -0.28 -4.00 -1.35
H 1.44 -3.64 -1.62
H 0.98 -5.13 -0.70
```

The frontier orbital gap (spin up / spin down) is 0.198 / 0.216 Eh. For the HOMO energy (spin up / spin down), the calculation gives -15.3 / -14.9 eV. As for the charge: +2.

How is the electron density shared among the atoms? According to natural (NBO), the charges in e are: 0.122 -0.092 1.097 1.028 -0.942 -0.938 0.284 0.281 0.270 0.273 0.258 0.248 -0.942 0.277 0.277 0.268 1.033 -0.943 -0.944 0.271 0.285 0.249 -0.940 0.274 0.281 0.277 0.269 0.278 0.259 0.449 -0.411 -1.114 1.571 -1.114 -1.081 -0.393 -0.584 0.274 0.238 0.246 0.274 0.238 0.246 0.238 0.238 0.267

***

Record 3
DFT (ωB97M-V/def2-TZVPD) results for an isolated molecule of C6H13N3.

Structure (XYZ):
```
22
Properties=species:S:1:pos:R:3
H -2.02 -1.15 1.83
N -1.37 -0.45 1.47
C -0.81 -0.74 0.39
C -1.01 -2.00 -0.40
C 0.17 0.28 -0.19
C -0.10 0.55 -1.67
C 0.11 1.53 0.66
C -0.29 2.73 0.27
N 1.51 -0.34 -0.11
N 1.63 -1.23 1.00
H -1.54 -2.74 0.20
H -1.61 -1.78 -1.29
H -0.05 -2.40 -0.71
H 0.60 1.29 -2.04
H 0.03 -0.36 -2.24
H -1.11 0.91 -1.81
H 0.44 1.38 1.67
H -0.27 3.56 0.96
H -0.64 2.95 -0.72
H 2.21 0.42 -0.08
H 2.55 -1.66 0.94
H 1.56 -0.75 1.90
```

The frontier orbital gap is 0.360 Eh. For the HOMO energy, the calculation gives -8.7 eV. As for the SMILES: [H]/N=C(\C)[C@@](C)(C=C)NN.

How is the electron density shared among the atoms? According to natural (NBO), the charges in e are: 0.337 -0.642 0.373 -0.695 -0.035 -0.606 -0.160 -0.402 -0.463 -0.671 0.218 0.224 0.244 0.217 0.223 0.212 0.203 0.200 0.191 0.342 0.359 0.333

***

Record 4
DFT (ωB97M-V/def2-TZVPD) results for a 8-piece molecular cluster, C45H50N5O8 overall at a distorted geometry.

Structure (XYZ):
```
108
Properties=species:S:1:pos:R:3
C -16.46 0.65 20.88
C -16.56 -0.42 19.84
N -15.38 -0.57 19.08
C -14.80 0.40 18.25
C -13.49 -0.11 17.91
N -13.36 -1.35 18.54
C -14.53 -1.59 19.20
C -12.15 -1.92 18.84
H -15.88 1.42 20.37
H -15.79 0.49 21.64
H -17.30 1.07 21.32
H -17.39 -0.34 19.27
H -16.81 -1.30 20.45
H -15.28 1.41 18.11
H -12.63 0.33 17.69
H -14.69 -2.43 19.96
H -12.22 -2.88 19.17
H -11.45 -1.45 19.61
H -11.36 -1.95 18.10
N -13.05 3.12 18.39
C -14.00 4.06 18.39
C -14.54 4.55 19.58
C -14.03 3.88 20.84
C -12.94 3.01 20.75
C -12.42 2.71 19.50
H -14.58 4.12 17.53
H -15.40 5.28 19.63
H -14.33 4.36 21.67
H -12.45 2.75 21.77
H -11.50 1.80 19.32
N -13.52 0.12 14.00
C -14.20 1.08 14.46
C -13.61 2.17 15.05
C -12.32 2.10 15.49
C -11.50 0.95 15.05
C -12.16 -0.05 14.30
H -15.30 1.20 14.13
H -14.02 2.91 15.36
H -11.93 2.81 16.03
H -10.54 0.86 14.99
H -11.84 -0.87 13.99
N -17.51 2.30 17.31
C -18.25 1.33 16.74
C -19.54 0.94 17.10
C -20.18 1.68 18.10
C -19.56 2.77 18.74
C -18.15 3.00 18.38
H -17.68 0.89 15.80
H -20.01 0.19 16.46
H -21.21 1.51 18.32
H -20.05 3.23 19.39
H -17.67 3.75 18.83
C -8.08 2.03 17.78
C -8.03 0.40 18.01
C -8.52 -0.20 19.15
C -9.12 0.68 20.10
C -9.10 2.12 20.00
C -8.58 2.79 18.92
O -8.61 4.16 18.66
O -8.54 -1.54 19.23
H -7.47 2.27 16.87
H -7.42 -0.30 17.18
H -9.60 0.24 20.93
H -9.57 2.87 20.50
H -9.04 4.80 19.43
H -8.43 -1.54 20.12
C -19.71 -3.55 20.75
C -20.26 -4.30 19.54
C -21.03 -3.53 18.68
C -21.10 -2.07 18.73
C -20.63 -1.42 19.98
C -19.88 -2.21 20.89
O -19.26 -1.60 21.90
O -21.66 -4.13 17.59
H -19.31 -4.14 21.41
H -20.08 -5.24 19.46
H -21.42 -1.56 17.82
H -20.59 -0.40 20.09
H -18.74 -2.14 22.44
H -22.01 -3.55 16.90
C -12.65 -0.69 26.10
C -12.15 -1.23 24.72
C -12.58 -0.46 23.59
C -13.44 0.68 23.84
C -13.97 0.90 25.07
C -13.56 0.22 26.20
O -14.04 0.63 27.48
O -12.16 -0.86 22.26
H -12.22 -1.07 27.01
H -11.67 -2.01 24.36
H -13.40 1.04 22.82
H -14.55 1.77 25.42
H -13.64 0.25 28.20
H -11.59 -1.64 22.23
C -14.41 -3.41 22.40
C -13.34 -4.13 21.71
C -13.77 -5.01 20.65
C -15.18 -5.03 20.21
C -16.08 -4.52 21.16
C -15.75 -3.62 22.33
O -16.74 -3.14 23.18
O -12.77 -5.56 19.97
H -14.00 -2.97 23.40
H -12.40 -3.89 22.19
H -15.52 -5.58 19.35
H -17.18 -4.88 20.80
H -16.56 -2.97 24.13
H -11.73 -5.51 20.24
```

The frontier orbital gap is 0.284 Eh. For the HOMO energy, the calculation gives -10.0 eV. As for the charge: +1.

Mulliken population analysis, charges in e, atoms 1 to 99: -0.977 -0.199 0.684 -0.393 -1.739 0.352 -0.042 -0.781 -0.138 0.403 0.614 0.489 -0.312 0.460 1.451 -0.162 0.544 0.110 0.401 0.008 -0.287 -0.817 -0.786 -0.028 0.044 0.398 0.453 0.738 0.493 -0.170 -0.641 -0.028 -0.785 -0.508 -0.818 -0.622 0.283 0.793 0.851 0.789 0.706 -0.193 -0.027 -0.362 -0.323 -1.038 -0.241 0.125 0.385 0.512 0.675 0.490 -0.649 -0.284 0.270 -0.219 -0.916 0.622 -0.604 -0.512 0.406 0.211 0.416 0.534 0.354 0.384 -0.819 -1.134 0.689 -0.276 -0.841 0.332 -0.551 -0.539 1.037 0.696 0.187 0.610 0.248 0.313 -1.071 -0.792 0.412 -0.110 -0.969 0.941 -0.526 -0.116 0.270 0.739 0.291 0.396 0.285 0.208 0.276 -0.534 0.475 -1.053 0.084

***

Record 5
DFT (ωB97M-V/def2-TZVPD) results for CH22O13P as an isolated structure at a distorted geometry.

Structure (XYZ):
```
37
Properties=species:S:1:pos:R:3
O -0.81 -2.63 1.60
H -0.56 -2.78 0.61
H -0.45 -3.27 2.23
H -0.50 -1.70 1.83
O 3.21 -0.07 -2.27
H 2.24 -0.27 -1.96
H 3.79 0.13 -1.53
H 3.54 -0.78 -2.85
O -0.60 0.52 0.06
H -0.13 1.37 -0.13
H -0.11 -0.17 -0.54
H -0.58 0.25 1.02
C -0.71 0.38 3.29
O -0.21 -0.10 2.07
H -1.04 -0.45 3.93
H 0.11 0.75 3.93
H -1.42 1.19 3.13
P 0.90 -2.12 -1.56
O 1.07 -2.75 -2.98
O -0.21 -2.78 -0.71
O 0.92 -0.55 -1.62
O 2.30 -2.56 -1.02
O -2.57 -1.55 -1.08
H -2.93 -1.13 -1.87
H -1.72 -1.95 -1.38
O 2.11 1.11 0.78
H 1.60 0.59 1.44
H 2.02 2.02 1.08
O -2.52 2.12 1.40
H -2.81 2.27 0.49
H -2.82 2.90 1.88
O -0.60 0.97 -3.01
H -1.05 0.33 -3.57
H 0.01 0.40 -2.44
O 0.19 3.05 -0.03
H 0.85 3.61 -0.45
H -0.53 3.64 0.21
```

The frontier orbital gap is 0.157 Eh. For the HOMO energy, the calculation gives -2.3 eV. As for the charge: -1.

How is the electron density shared among the atoms? According to natural (NBO), the charges in e are: -0.836 0.538 0.505 0.543 -0.805 0.555 0.537 0.556 -0.871 0.524 0.538 0.477 -0.237 -0.904 0.139 0.133 0.171 2.481 -1.243 -1.212 -1.215 -1.308 -0.983 0.449 0.507 -0.973 0.507 0.453 -0.932 0.482 0.455 -1.023 0.458 0.503 -0.933 0.481 0.481

***

Record 6
DFT (ωB97M-V/def2-TZVPD) results for a 2-piece molecular cluster, C4H6N2 overall at a distorted geometry.

Structure (XYZ):
```
12
Properties=species:S:1:pos:R:3
N -0.06 1.72 0.05
C 0.33 0.57 -0.03
C 1.37 -0.37 0.36
C 0.19 -0.88 -0.47
H -0.94 2.01 -0.49
H 1.34 -0.76 1.41
H 2.32 -0.46 -0.16
H 0.28 -0.87 -1.56
H -0.63 -1.52 0.10
C -2.99 0.42 0.63
N -3.39 0.13 -0.40
H -2.68 0.70 1.54
```

The frontier orbital gap is 0.360 Eh. For the HOMO energy, the calculation gives -8.9 eV. As for the SMILES: N=C1CC1.C#N.

How is the electron density shared among the atoms? According to natural (NBO), the charges in e are: -0.616 0.323 -0.489 -0.509 0.356 0.231 0.234 0.237 0.233 0.084 -0.300 0.214

***

Record 7
DFT (ωB97M-V/def2-TZVPD) results for C35H39CoN6O3 as an isolated structure at a distorted geometry.

Structure (XYZ):
```
84
Properties=species:S:1:pos:R:3
Co 0.13 0.19 0.04
C -1.13 -3.44 -0.33
C -1.14 -2.36 -1.46
C -0.70 -2.97 -2.76
C -2.52 -1.72 -1.48
C -3.54 -2.32 -2.21
C -4.86 -1.91 -2.11
C -5.16 -0.85 -1.27
C -4.18 -0.18 -0.57
C -4.52 1.06 0.21
C -4.75 2.28 -0.72
C -5.65 0.88 1.22
C -2.84 -0.69 -0.59
N -1.88 -0.26 0.30
C -2.12 -0.69 1.64
O -3.20 -1.04 2.07
C -0.93 -0.63 2.52
C -0.83 -1.19 3.80
C 0.42 -1.33 4.38
C 1.55 -0.84 3.67
C 1.40 -0.26 2.39
N 0.17 -0.13 1.86
C 2.53 -0.01 1.49
O 3.72 0.04 1.78
N 2.06 0.06 0.12
C 3.02 -0.10 -0.87
C 3.22 0.93 -1.84
C 4.43 1.06 -2.56
C 5.33 0.03 -2.47
C 4.98 -1.12 -1.80
C 3.87 -1.25 -0.99
C 3.78 -2.55 -0.32
C 2.62 -2.93 0.64
C 5.11 -2.90 0.38
C 2.22 2.07 -1.94
C 2.62 3.27 -1.06
C 2.19 2.65 -3.35
H -0.16 -3.81 -0.12
H -1.65 -4.37 -0.68
H -1.58 -3.10 0.59
H -0.44 -1.49 -1.20
H -1.31 -3.82 -3.04
H 0.34 -3.30 -2.69
H -0.71 -2.19 -3.55
H -3.36 -3.19 -2.82
H -5.63 -2.33 -2.75
H -6.17 -0.40 -1.33
H -3.59 1.31 0.76
H -5.72 2.23 -1.22
H -3.96 2.36 -1.44
H -4.70 3.21 -0.17
H -6.67 0.80 0.76
H -5.68 1.71 1.90
H -5.48 0.00 1.86
H -1.73 -1.56 4.30
H 0.51 -1.82 5.35
H 2.58 -0.93 4.02
H 4.70 2.01 -3.05
H 6.32 0.12 -2.90
H 5.60 -2.05 -1.90
H 3.66 -3.29 -1.17
H 2.79 -2.48 1.62
H 2.64 -3.99 0.78
H 1.70 -2.59 0.14
H 5.37 -2.09 1.09
H 5.93 -3.07 -0.34
H 4.99 -3.86 0.98
H 1.22 1.72 -1.63
H 3.53 3.72 -1.50
H 2.94 2.98 -0.05
H 1.83 4.04 -1.03
H 3.10 3.10 -3.66
H 1.45 3.48 -3.42
H 1.89 1.91 -4.09
N -2.43 3.69 1.69
C -1.08 3.58 1.64
O -0.59 3.10 0.59
C -0.36 4.13 2.73
C 1.01 4.07 2.74
N 2.17 4.07 2.69
C -1.05 4.90 3.72
N -1.72 5.51 4.46
H -2.95 3.87 2.54
H -2.96 3.24 0.95
```

The frontier orbital gap (spin up / spin down) is 0.226 / 0.220 Eh. For the HOMO energy (spin up / spin down), the calculation gives -4.7 / -4.7 eV. Its spin multiplicity is 4. The expectation value of S² is 3.7620. As for the charge: -1.

How is the electron density shared among the atoms? According to Mulliken, the charges in e are: -0.469 -1.377 3.090 -1.678 0.263 -0.643 -1.323 -0.506 -0.261 1.930 -1.600 -1.748 0.104 1.177 0.251 -0.689 -0.224 -0.831 -0.540 -0.648 -0.003 0.690 0.003 -0.657 1.313 0.156 0.504 -0.606 -1.251 -0.869 0.412 0.543 -1.360 -1.356 1.676 -1.279 -1.786 0.453 0.400 0.238 -1.362 0.369 0.392 0.392 0.227 0.369 0.271 -0.767 0.370 0.449 0.519 0.299 0.450 0.329 0.518 0.398 0.573 0.245 0.364 0.268 0.346 0.203 0.783 -0.254 0.292 0.444 0.366 -0.502 0.367 0.244 0.306 0.377 0.432 0.401 -0.336 0.991 -0.767 0.203 0.191 -0.760 -0.214 -0.657 0.221 0.154

***

Record 8
DFT (ωB97M-V/def2-TZVPD) results for an isolated ion of composition C5H6N and charge +1 at a distorted geometry.

Structure (XYZ):
```
12
Properties=species:S:1:pos:R:3
C -1.58 1.84 1.02
C -0.64 1.46 0.26
C -0.22 -0.75 0.87
C -1.18 0.00 0.00
C 0.18 -0.35 -0.48
N 0.59 1.28 -0.36
H 0.07 -0.21 1.76
H -0.39 -1.80 0.91
H -2.20 -0.26 -0.45
H 0.48 -0.97 -1.32
H 0.78 1.71 -1.30
H 1.39 1.43 0.28
```

The frontier orbital gap is 0.376 Eh. For the HOMO energy, the calculation gives -15.3 eV. As for the charge: +1.

How is the electron density shared among the atoms? According to natural (NBO), the charges in e are: 0.349 -0.282 -0.429 -0.194 0.019 -0.530 0.268 0.280 0.309 0.285 0.470 0.456